1.
Entry from the Open Molecules 2025 dataset: a molecular structure, C5H18N11O2Pd in a non-equilibrium geometry (the ωB97M-V functional and the def2-TZVPD basis).

The value obtained for the lowest unoccupied orbital energy (alpha / beta) is -11.539 / -11.442 eV. For the energy above the lowest of the compared OMol25 structures with the same formula, charge and spin, the calculation gives 60.6 kcal per mole. As for the HOMO energy (alpha / beta): -18.15 / -18.13 eV. As for the orbital gap (alpha / beta): 0.2431 / 0.2457 Ha. The maximum force is 2.6 eV/A. As for the total charge: +3.

CARTESIAN COORDINATES (ANGSTROEM)
O -1.021 3.127 0.025
Pd 0.304 1.266 -0.037
H -4.232 -2.411 2.023
C 2.277 3.986 0.030
H -5.656 -2.273 1.184
C 1.054 -1.775 -0.363
H 3.728 -4.440 -1.761
H -4.706 -0.658 -0.333
H -2.231 -0.947 1.475
N 3.088 1.755 0.044
H 3.386 -2.758 -1.671
H 0.742 -5.404 -0.095
N -0.098 3.959 0.019
N 3.318 3.143 0.051
C -2.690 -0.743 0.503
O -0.242 5.142 0.004
H -4.600 -0.114 1.347
H 3.343 5.720 0.020
N 3.099 -3.702 -1.476
C -4.227 -0.849 0.630
N 2.428 5.290 0.013
H 3.499 1.326 0.876
H 1.617 5.908 0.001
H -2.537 0.803 -0.867
C 1.960 -3.962 -0.841
H 3.504 1.337 -0.792
H 2.126 -5.996 -0.928
H -4.329 -2.933 0.435
N -2.225 0.570 0.078
N -4.631 -2.204 1.097
H -2.331 -1.472 -0.228
H 4.270 3.503 0.046
N 1.575 -5.209 -0.626
N 0.753 -0.645 -0.234
N 1.080 3.358 0.029
H -2.558 1.309 0.700
N 1.159 -3.008 -0.380

These are the Mulliken partial charges, in e, on atoms 1 to 2: O -0.766; Pd 1.035


2.
Entry from the Open Molecules 2025 dataset: 3 unconnected molecules or ions with the total composition C5H18N2O2 in a non-equilibrium geometry (the ωB97M-V functional and the def2-TZVPD basis).

The value obtained for the lowest unoccupied orbital energy is 0.789 eV. For the energy above the lowest of the compared OMol25 structures with the same formula, charge and spin, the calculation gives 28.3 kcal per mole. As for the HOMO energy: -8.97 eV. As for the orbital gap: 0.3586 Ha. Its SMILES is CNCCN(C)C.O.O. The maximum force is 2.0 eV/A. As for the total charge: 0.

CARTESIAN COORDINATES (ANGSTROEM)
H -3.087 -0.143 -1.386
C -2.135 -0.058 -1.909
H 1.245 0.685 -0.775
N 0.996 -0.498 0.795
H -1.733 0.011 0.536
H 3.072 -0.760 0.465
H -1.813 0.989 -1.929
H 0.925 1.486 1.445
H -2.200 -0.453 -2.922
H 0.088 0.386 2.620
C 0.889 0.492 1.891
H 2.397 -1.793 1.827
H -1.046 2.939 -0.936
O -0.468 3.684 -0.735
H -0.278 -0.871 -1.427
H -2.155 -1.688 0.594
H 0.408 3.296 -0.910
H 0.556 1.327 -1.900
C 2.221 -1.303 0.868
H 0.124 -2.435 0.495
H -0.395 -1.713 1.947
H 1.792 0.388 2.496
C -0.117 -1.466 0.918
N -1.253 -0.991 -1.202
C -1.398 -0.993 0.249
H 2.155 -2.084 0.110
O 1.211 1.565 -1.226

These are the Mulliken partial charges, in e, on atoms 1 to 2: H 0.381; C -0.814


3.
Entry from the Open Molecules 2025 dataset: 4 unconnected molecules or ions with the total composition C5H18N2O4 in a non-equilibrium geometry (the ωB97M-V functional and the def2-TZVPD basis).

The value obtained for the lowest unoccupied orbital energy is 0.521 eV. For the energy above the lowest of the compared OMol25 structures with the same formula, charge and spin, the calculation gives 35.0 kcal per mole. As for the HOMO energy: -8.98 eV. As for the orbital gap: 0.3493 Ha. Its SMILES is CNCC(=O)N(C)C.O.O.O. The maximum force is 1.6 eV/A. As for the total charge: 0.

CARTESIAN COORDINATES (ANGSTROEM)
O 0.727 0.511 -0.916
H -0.364 -1.895 -2.155
H 0.155 -3.871 0.479
H 2.376 1.571 0.579
H -1.047 -2.190 -0.655
C 0.931 -3.100 0.580
H 1.887 -3.573 0.783
H -2.552 2.108 -0.734
N 1.040 -2.272 -0.604
H -0.837 2.379 -0.539
C -0.174 -1.709 -1.100
O 2.214 1.495 1.541
O 2.925 2.359 -1.327
H -2.924 -1.222 -1.100
H 1.668 0.698 1.431
H 0.063 2.910 3.120
C -0.270 -0.208 -0.876
H -1.788 1.687 0.809
N -1.510 0.337 -0.719
H 0.611 -2.491 1.432
H -2.407 -1.094 0.539
H 0.579 2.361 1.784
H -3.488 0.168 -0.099
O -0.235 2.628 2.253
C -2.660 -0.491 -0.336
H 3.013 1.406 -1.463
C -1.651 1.724 -0.260
H 1.760 -2.523 -1.253
H 1.961 2.296 -1.194

These are the Mulliken partial charges, in e, on atoms 1 to 2: O -0.578; H 0.302


4.
Entry from the Open Molecules 2025 dataset: 3 unconnected molecules or ions with the total composition C5H18NO2 in a non-equilibrium geometry (the ωB97M-V functional and the def2-TZVPD basis).

The value obtained for the lowest unoccupied orbital energy is -2.986 eV. For the energy above the lowest of the compared OMol25 structures with the same formula, charge and spin, the calculation gives 22.3 kcal per mole. As for the HOMO energy: -14.25 eV. As for the orbital gap: 0.4141 Ha. The maximum force is 2.9 eV/A. As for the total charge: +1.

CARTESIAN COORDINATES (ANGSTROEM)
C 0.905 1.333 -0.948
O -1.196 0.302 3.704
H -0.567 -0.164 -0.164
C 1.061 0.385 -2.188
H -2.561 -2.521 2.084
H 0.786 2.367 -1.246
O -1.764 -2.188 2.508
H -1.024 1.515 -0.117
H 1.010 1.555 1.559
H -1.149 0.477 -2.188
H 0.421 0.088 1.923
H 2.164 -0.767 -0.685
H -1.332 -2.935 2.923
H 1.051 -1.776 -1.657
H -0.490 -1.105 -2.717
H -1.925 0.599 4.266
H 1.496 0.962 -2.996
C 1.734 -0.936 -1.670
N 0.185 0.957 1.459
H -1.599 -0.541 3.414
C -0.183 0.833 0.011
H 1.822 1.105 -0.395
H -0.545 1.371 2.043
C -0.379 -0.034 -2.763
H 2.529 -1.198 -2.370
H -0.451 0.316 -3.789

These are the Mulliken partial charges, in e, on atoms 1 to 2: C -1.064; O -0.674


5.
Entry from the Open Molecules 2025 dataset: 4 unconnected molecules or ions with the total composition C5H18NO3 in a non-equilibrium geometry (the ωB97M-V functional and the def2-TZVPD basis).

The value obtained for the lowest unoccupied orbital energy is -2.577 eV. For the energy above the lowest of the compared OMol25 structures with the same formula, charge and spin, the calculation gives 0.0 kcal per mole. As for the HOMO energy: -14.57 eV. As for the orbital gap: 0.4408 Ha. The maximum force is 2.4 eV/A. As for the total charge: +1.

CARTESIAN COORDINATES (ANGSTROEM)
H 3.690 -0.797 -1.933
C 0.199 -0.201 2.954
H 0.439 1.069 -0.954
H 2.914 0.134 -2.916
C -0.764 0.775 2.304
N 0.024 -0.789 0.726
H -0.403 0.580 -4.689
H -0.843 2.199 -0.548
H -0.506 1.798 2.459
H -0.040 -0.449 3.984
H -0.328 -1.430 0.004
C 0.235 -1.420 2.060
O 2.983 -0.153 -1.996
H 1.217 0.179 3.104
C -0.841 0.467 0.821
O -1.350 -0.997 -1.701
O -0.634 0.497 -3.759
H -1.742 0.677 2.780
H 0.514 2.072 0.456
H -1.173 -0.692 -2.619
H -2.021 -1.679 -1.837
H 0.952 -0.549 0.377
C -0.171 1.442 -0.140
H -0.468 -2.234 2.232
H 1.193 -1.928 2.004
H -1.265 1.196 -3.561
H -1.807 0.234 0.386

These are the Mulliken partial charges, in e, on atoms 1 to 2: H 0.307; C -0.606


6.
Entry from the Open Molecules 2025 dataset: 5 unconnected molecules or ions with the total composition C5H18NO5S in a non-equilibrium geometry (the ωB97M-V functional and the def2-TZVPD basis).

The value obtained for the lowest unoccupied orbital energy (alpha / beta) is 0.090 / -3.131 eV. As for the HOMO energy (alpha / beta): -9.40 / -9.39 eV. As for the orbital gap (alpha / beta): 0.3486 / 0.2301 Ha. As for the multiplicity: 2. The maximum force is 1.9 eV/A. As for the total charge: 0.

CARTESIAN COORDINATES (ANGSTROEM)
O 3.784 -0.032 0.742
H -1.003 3.676 -0.219
H 0.748 1.616 -0.835
H 3.447 0.864 0.567
O -0.255 -3.763 -0.045
C -0.826 -2.730 -0.279
H 3.693 -1.262 -0.537
H -3.699 0.346 1.710
H 0.786 -0.746 -1.775
C -0.216 1.839 -1.282
H -0.715 -0.761 0.645
H -2.210 2.536 -0.685
H -1.895 0.347 -1.339
C -0.864 0.493 -1.672
H 0.689 1.045 1.333
H -2.914 -0.368 0.593
H 1.514 2.086 2.040
H 0.821 -1.441 0.140
H -0.091 2.464 -2.160
C -1.167 2.612 -0.385
S -1.289 2.033 1.335
O -3.658 -0.465 1.184
C -0.229 -1.344 -0.139
H 3.179 -0.228 1.510
N -0.214 -0.791 -1.526
H 3.871 -0.955 -2.002
H -1.077 0.554 -2.729
H -1.835 -2.748 -0.771
O 1.562 1.194 1.730
O 3.639 -1.664 -1.420

These are the Mulliken partial charges, in e, on atoms 1 to 2: O -0.677; H 0.401


7.
Entry from the Open Molecules 2025 dataset: 4 unconnected molecules or ions with the total composition C5H18O3 in a non-equilibrium geometry (the ωB97M-V functional and the def2-TZVPD basis).

The value obtained for the lowest unoccupied orbital energy is 0.173 eV. For the energy above the lowest of the compared OMol25 structures with the same formula, charge and spin, the calculation gives 12.3 kcal per mole. As for the HOMO energy: -11.20 eV. As for the orbital gap: 0.4178 Ha. Its SMILES is CCCCC.O.O.O. The maximum force is 1.0 eV/A. As for the total charge: 0.

CARTESIAN COORDINATES (ANGSTROEM)
H -0.236 -3.041 -3.304
H -2.290 -2.536 -2.176
H -1.193 -3.203 -0.964
H -2.131 -0.316 -1.383
H -2.489 -1.304 -0.078
H 0.721 -2.178 -2.136
H -0.852 2.697 0.940
H 1.828 2.708 -0.892
H 1.785 1.491 -1.794
H 0.415 -0.448 1.930
O -0.084 2.986 0.440
H 0.591 3.218 1.091
O 2.360 2.218 -1.535
H -0.872 -1.615 1.927
H 0.794 0.255 4.149
C -0.472 -0.521 -0.015
C -1.657 -1.096 -0.775
C -1.390 -2.351 -1.618
H -0.668 0.526 0.130
C -0.069 -1.203 1.312
H 0.738 -1.906 1.107
H -0.310 -1.289 -3.226
H 0.437 -0.533 -0.612
H 0.500 1.524 3.407
C -0.265 -2.191 -2.618
O 1.049 1.194 4.128

These are the Mulliken partial charges, in e, on atoms 1 to 2: H 0.355; H 0.323


8.
Entry from the Open Molecules 2025 dataset: 4 unconnected molecules or ions with the total composition C5H18O4S2 in a non-equilibrium geometry (the ωB97M-V functional and the def2-TZVPD basis).

The value obtained for the lowest unoccupied orbital energy is 0.447 eV. As for the HOMO energy: -8.72 eV. As for the orbital gap: 0.3371 Ha. Its SMILES is CCSSCCCO.O.O.O. The maximum force is 1.9 eV/A. As for the total charge: 0.

CARTESIAN COORDINATES (ANGSTROEM)
H 2.478 -0.692 0.027
C -1.714 -1.026 -1.076
C -1.745 -1.422 0.398
H -2.402 -1.658 -1.644
S -2.356 0.634 -1.412
O 3.257 -0.083 1.506
H 3.910 -0.559 2.002
H -0.748 3.579 -0.017
H 2.929 -1.899 -0.887
O 0.450 -2.338 0.829
S -0.820 1.932 -1.773
C -0.921 -2.687 0.696
H -2.776 -1.549 0.747
O 2.302 -1.186 -0.795
H -0.707 -1.273 -1.418
H 1.883 -1.431 3.987
H 1.657 2.403 -0.913
O 1.463 -0.832 3.375
H -1.031 -3.443 -0.091
H 2.577 0.263 2.069
C 1.145 2.501 0.046
H 1.650 3.448 0.295
H 0.859 -1.297 2.783
H -1.273 -3.150 1.616
H -0.896 2.064 0.697
H 1.454 1.794 0.808
H -1.344 -0.602 0.999
C -0.360 2.560 -0.110
H 0.801 -2.040 -0.031

These are the Mulliken partial charges, in e, on atoms 1 to 2: H 0.428; C -0.632


Total energy values (in a.u.) by entry order: -1080.899206; -461.242055; -611.763339; -406.286243; -481.560046; -1030.352007; -426.996751; -1298.623284.